(1)
The following is a quantum chemistry calculation of 8 unconnected molecules or ions with the total composition C32H66F6O16 in a non-equilibrium geometry, from the OMol25 dataset.

XYZ file:
```
120
Properties=species:S:1:pos:R:3
C -4.45367 -22.62683 -5.37774
C -4.70732 -21.13126 -5.16319
O -4.78147 -20.38401 -6.39420
C -5.95751 -20.36992 -7.13880
O -6.95439 -21.12803 -6.89533
C -5.91421 -19.42671 -8.32998
F -6.20721 -20.16077 -9.44326
F -6.85600 -18.49460 -8.22170
F -4.71207 -18.84920 -8.53057
H -5.34835 -23.06413 -5.82092
H -4.15131 -23.05271 -4.42103
H -3.58358 -22.74516 -6.02353
H -3.93235 -20.63597 -4.57821
H -5.65164 -20.96600 -4.64450
C -1.93301 -17.87018 -2.53575
C -2.63137 -17.56037 -1.22244
O -3.16047 -16.24509 -1.21392
C -4.40611 -15.97997 -1.65784
O -5.23109 -16.78149 -2.15388
C -4.74231 -14.47144 -1.67240
F -5.85255 -14.26675 -0.96620
F -3.72749 -13.71114 -1.12498
F -5.10800 -14.12950 -2.92971
H -1.61274 -18.91136 -2.57410
H -1.10048 -17.19181 -2.72232
H -2.55055 -17.68148 -3.41390
H -1.89827 -17.67995 -0.42471
H -3.38125 -18.33424 -1.05845
O -9.98066 -17.44763 -6.61611
C -9.34364 -16.66716 -5.92822
C -8.24548 -16.91921 -4.91468
C -7.79505 -15.47488 -4.59502
C -9.03006 -14.65273 -4.94660
O -9.65205 -15.40839 -6.00416
H -8.81267 -17.42435 -4.13286
H -7.43359 -17.50289 -5.34857
H -7.55586 -15.31346 -3.54391
H -6.98881 -15.12744 -5.24106
H -9.65134 -14.50724 -4.06290
H -8.73690 -13.65484 -5.27274
C -9.46274 -23.98684 -6.24719
O -8.99769 -24.90687 -7.26610
C -9.03604 -26.29913 -7.00136
C -10.46371 -26.93118 -7.11454
O -11.38995 -26.39341 -6.17641
C -11.26261 -26.81912 -4.77598
H -10.49124 -24.22473 -5.97574
H -9.41217 -22.94540 -6.56491
H -8.82385 -24.04554 -5.36601
H -8.50842 -26.56049 -6.08407
H -8.51802 -26.80930 -7.81344
H -10.50239 -28.00260 -6.91793
H -10.87809 -26.83623 -8.11822
H -11.58898 -27.85780 -4.72388
H -11.93446 -26.28355 -4.10525
H -10.27130 -26.71818 -4.33414
C -10.23453 -19.92549 -4.55790
O -10.02897 -21.25646 -4.30323
C -9.90342 -21.60338 -2.88240
C -8.54261 -21.18742 -2.33187
O -8.66381 -19.77300 -1.98245
C -7.43027 -19.16909 -1.76830
H -11.11833 -19.40372 -4.19081
H -10.34224 -19.82056 -5.63748
H -9.33653 -19.33343 -4.38134
H -9.96117 -22.68960 -2.81243
H -10.61331 -21.13077 -2.20358
H -7.79671 -21.45580 -3.08001
H -8.31645 -21.70574 -1.40004
H -7.60328 -18.17335 -1.36006
H -6.88013 -19.06489 -2.70350
H -6.82678 -19.55460 -0.94655
C -8.77490 -15.99091 0.53342
O -9.91375 -15.77196 -0.39078
C -10.47703 -16.95213 -0.90598
C -11.70260 -16.61151 -1.82246
O -11.27477 -15.73154 -2.82232
C -12.35082 -15.43004 -3.68060
H -8.56284 -15.14366 1.18556
H -7.87832 -16.33731 0.01937
H -9.04079 -16.78888 1.22671
H -10.68737 -17.69385 -0.13545
H -9.69339 -17.34367 -1.55460
H -12.50008 -16.10658 -1.27733
H -12.22734 -17.50173 -2.16926
H -12.92247 -14.66136 -3.16054
H -12.88541 -16.23735 -4.18116
H -11.97893 -14.88903 -4.55072
C -14.48619 -24.90161 -8.05793
O -15.49841 -24.33602 -7.16270
C -15.36915 -22.90725 -6.97218
C -14.05223 -22.45711 -6.31222
O -13.97286 -22.97830 -4.97202
C -12.92364 -22.50614 -4.13349
H -14.72243 -25.95606 -8.20081
H -13.61460 -24.92339 -7.40376
H -14.34444 -24.31860 -8.96794
H -16.26947 -22.52566 -6.49059
H -15.44612 -22.42698 -7.94764
H -14.08164 -21.37532 -6.18198
H -13.13342 -22.78244 -6.80013
H -12.91350 -21.41698 -4.09200
H -11.94932 -22.89691 -4.42692
H -13.11981 -22.85426 -3.11937
C -10.20166 -20.90716 0.77081
O -10.07677 -22.31408 0.44521
C -11.35477 -22.97766 0.27709
C -11.21506 -24.49601 0.35166
O -10.47518 -24.92199 -0.78392
C -10.40204 -26.39634 -0.90163
H -10.80645 -20.41692 0.00793
H -9.17402 -20.54490 0.74193
H -10.66214 -20.80607 1.75358
H -11.81904 -22.71787 -0.67426
H -12.03989 -22.64484 1.05680
H -12.19920 -24.94369 0.21322
H -10.69443 -24.84906 1.24183
H -9.82479 -26.75126 -0.04785
H -9.85696 -26.58325 -1.82686
H -11.38403 -26.86640 -0.95489
```

Summary:
Energy above the lowest of the compared OMol25 structures with the same formula, charge and spin in kJ/mol: 170.0
HOMO energy in eV: -8.94

(2)
The following is a quantum chemistry calculation of a single C19H26FN3O4 molecule in a non-equilibrium geometry, from the OMol25 dataset.

XYZ file:
```
53
Properties=species:S:1:pos:R:3
C -7.45986 -1.01786 -1.43234
O -6.43168 -1.58118 -0.70151
C -5.50881 -0.98790 -0.18127
C -4.74192 -1.62319 0.58932
C -3.63458 -0.98612 1.13676
C -3.44275 0.21493 1.19132
C -2.23572 1.12223 1.48865
N -0.95087 0.83108 0.59905
C -1.09143 1.90574 -0.43992
C 0.26201 1.94212 -1.22095
N 0.63045 0.60677 -1.36436
C 0.42856 -0.63103 -0.75052
O 0.73918 -1.62625 -1.07305
C -0.30207 -0.19445 0.42166
C 0.53845 -0.61906 1.75494
C 1.86325 0.02229 1.35525
O 2.02445 1.24643 1.99453
N 2.82265 -0.62467 0.86999
C 4.13838 -0.07262 0.21642
C 4.27143 0.28139 -0.99972
C 5.65548 0.83706 -1.36978
O 6.45650 -0.41123 -1.03677
C 6.59045 -0.85533 0.25966
C 5.20107 -1.22999 0.58540
C -4.30369 0.91917 0.25208
F -4.20964 2.39532 0.01046
C -5.31561 0.21894 -0.54187
H -8.07955 -1.78743 -1.81313
H -6.99778 -0.57656 -2.46336
H -7.84126 -0.14752 -1.09229
H -4.84056 -2.73845 0.86306
H -3.02415 -1.35900 1.94316
H -2.22438 1.92748 1.84020
H -1.82310 0.63345 2.42440
H -1.34206 2.73248 -0.20180
H -1.71251 1.26569 -1.18182
H 0.20233 2.46836 -1.94151
H 0.85023 2.43444 -0.41407
H 1.18525 0.47947 -2.27670
H -1.32993 -1.00381 0.68567
H 0.59076 -1.61833 1.75375
H 0.22289 -0.40613 2.74144
H 2.45915 -1.53152 0.52179
H 4.32736 0.63626 1.15497
H 3.52911 0.92617 -1.11292
H 3.86708 -0.52528 -1.39038
H 5.74019 1.15521 -2.35377
H 5.93332 1.54608 -0.89008
H 7.28652 -1.73403 0.20698
H 6.83400 -0.05820 0.85365
H 5.20655 -1.68497 1.55057
H 4.94844 -2.15862 0.03752
H -5.96158 1.04218 -1.05878
```

Summary:
HOMO energy in eV: -7.27

(3)
The following is a quantum chemistry calculation of 3 unconnected molecules or ions with the total composition C9H13IN5O10S3 in a non-equilibrium geometry, from the OMol25 dataset.

XYZ file:
```
41
Properties=species:S:1:pos:R:3
N 3.44184 -2.76063 0.07029
C 3.49911 -1.54887 -0.43315
O 3.39959 -0.09157 -0.67739
N 3.31155 0.60433 0.46782
C 4.65564 0.99251 1.11926
C 4.93509 2.61044 1.10100
O 4.45217 3.50328 1.97308
I 6.26914 3.43767 -0.47804
C 2.16591 1.00185 1.10863
N 1.91744 1.81079 2.36395
C 0.43466 2.01286 2.64863
N -0.24783 1.24122 1.52349
N 0.74730 0.70897 0.67568
S 0.08751 -0.20244 -0.65873
H 4.74070 0.55983 2.21796
H 5.51878 0.44231 0.50520
H -0.12000 2.59918 3.49604
H -1.28799 1.09858 1.34967
H 0.46538 0.34105 -1.89811
C -4.52559 3.38222 -1.70328
C -3.04985 3.64234 -1.41303
O -2.95689 3.71960 0.00759
S -4.07386 2.73017 0.66624
O -3.42711 1.48208 1.00553
O -4.85933 3.49156 1.60950
O -4.96453 2.49222 -0.67837
H -5.11074 4.30437 -1.62720
H -4.67985 2.93464 -2.68875
H -2.69122 4.56587 -1.87374
H -2.42888 2.80437 -1.74698
C 0.22946 -4.53116 -1.51777
C 0.28672 -4.57184 0.00695
O -1.07094 -4.68000 0.42864
S -1.90640 -5.52710 -0.68709
O -1.98731 -6.90094 -0.24307
O -3.06454 -4.75536 -1.07379
O -0.80357 -5.44399 -1.88490
H -0.05287 -3.53561 -1.87516
H 1.17823 -4.82527 -1.97450
H 0.75198 -3.67847 0.43027
H 0.82110 -5.46109 0.35765
```

Summary:
HOMO energy in eV: -12.93
Total charge: +1

(4)
The following is a quantum chemistry calculation of a molecular structure, C7H7AlCl4CsF7MgNO3 in a non-equilibrium geometry, from the OMol25 dataset.

XYZ file:
```
32
Properties=species:S:1:pos:R:3
O -0.44796 -0.55943 -1.13611
C -0.49687 0.77979 -1.18111
O 0.75306 1.44962 -1.67129
O -1.62468 1.62348 -0.75152
C -2.92755 1.04618 -1.11689
F -3.29251 -0.17207 -0.30115
F -3.07710 0.75332 -2.57959
F -3.99334 2.06575 -0.79202
H 0.85367 2.22811 -1.03317
Cl 1.50666 3.51422 -2.28329
Mg -0.29334 1.05422 1.19671
F 2.44586 2.45919 2.08613
Al 3.30667 3.64514 3.13309
F 5.02364 3.13786 3.32867
F 2.51163 3.70833 4.74786
F 3.24552 5.27513 2.36962
C -0.38139 1.12347 6.00063
Cl -1.05695 2.56491 6.77861
Cl 0.62635 1.57826 4.61613
Cl 0.55406 0.16913 7.16413
H -1.20874 0.50864 5.63713
N -1.36332 -3.97438 -3.57855
C -0.74233 -2.80378 -3.22838
C 0.53224 -2.82580 -3.74912
C 0.68324 -4.05026 -4.44277
C -0.50337 -4.73853 -4.32370
H -2.30851 -4.23342 -3.32726
H -1.25863 -2.05803 -2.63889
H 1.27282 -2.04387 -3.64209
H 1.56265 -4.39278 -4.97268
H -0.80815 -5.70465 -4.70331
Cs 0.90666 -1.12771 4.39416
```

Summary:
HOMO energy in eV: -10.59
Total charge: +1

no.,gap between HOMO and LUMO (eV)
1,9.066
2,7.910
3,8.134
4,2.077